Formula: C43H52AsBN7O7PbS
Source: OMol25
Level of theory: wB97M-V/def2-TZVPD

Last column: Mulliken charge in e.
Geometry (Å):
Pb (0.509, -0.771, 0.266)  2.417
C (4.698, -0.579, -4.533)  -0.685
C (4.825, 0.807, -4.240)  -0.690
C (4.141, 1.318, -3.125)  -0.241
C (3.429, 0.485, -2.271)  0.244
C (3.341, -0.891, -2.516)  -0.149
C (3.967, -1.377, -3.653)  -0.489
N (2.838, 0.958, -1.050)  0.301
N (2.223, 2.036, -1.194)  0.081
C (1.931, 2.679, 0.100)  -0.703
C (2.955, 2.651, 1.049)  -0.319
C (2.778, 3.354, 2.187)  -0.969
C (1.564, 3.928, 2.490)  -0.645
C (0.522, 3.887, 1.602)  -1.262
C (0.694, 3.320, 0.309)  1.285
H (5.104, -0.997, -5.437)  0.464
H (5.540, 1.415, -4.874)  0.331
H (4.040, 2.387, -2.918)  0.383
H (2.756, -1.480, -1.862)  0.348
H (3.897, -2.448, -3.906)  0.302
H (3.917, 2.237, 0.654)  0.452
H (3.542, 3.395, 2.934)  0.403
H (1.376, 4.392, 3.462)  0.403
H (-0.462, 4.298, 1.751)  0.713
O (-0.938, -2.521, 1.232)  -0.730
C (-1.396, -3.396, 0.491)  -0.887
C (-0.782, -4.028, -0.674)  1.161
C (-1.349, -5.181, -1.107)  -0.091
C (-0.934, -5.836, -2.205)  -0.514
C (0.378, -5.597, -2.727)  -0.652
C (1.055, -4.511, -2.211)  -0.750
C (0.521, -3.632, -1.209)  0.041
O (1.167, -2.561, -0.913)  -0.223
N (-1.827, -6.927, -2.734)  0.977
O (-1.461, -7.290, -3.856)  -0.583
O (-2.702, -7.494, -2.075)  -0.591
H (-2.373, -3.839, 0.692)  0.372
H (-2.263, -5.472, -0.619)  0.589
H (0.791, -6.160, -3.546)  0.539
H (2.079, -4.367, -2.552)  0.416
C (-3.832, 4.650, -1.051)  -1.741
C (-2.750, 3.634, -1.260)  1.870
C (-3.227, 2.248, -1.257)  -1.932
O (-1.794, 3.784, -0.139)  -0.557
B (-0.529, 3.463, -0.641)  1.241
O (-0.546, 3.404, -2.003)  -0.228
C (-1.799, 3.862, -2.489)  1.656
C (-1.718, 5.346, -2.781)  -2.122
C (-2.150, 3.113, -3.780)  -1.892
H (-4.843, 4.200, -1.335)  0.378
H (-3.807, 5.564, -1.695)  0.345
H (-3.908, 4.909, 0.011)  0.357
H (-3.768, 2.129, -0.266)  0.448
H (-2.450, 1.544, -1.384)  0.058
H (-3.966, 2.102, -2.101)  0.320
H (-1.615, 5.900, -1.840)  0.389
H (-2.584, 5.734, -3.368)  0.429
H (-0.780, 5.548, -3.335)  0.426
H (-2.053, 2.053, -3.719)  0.144
H (-1.630, 3.537, -4.686)  0.413
H (-3.136, 3.485, -4.065)  0.521
C (-2.581, -2.615, -3.415)  -0.991
N (-1.572, -1.500, -3.552)  0.386
C (-0.893, -1.399, -4.746)  -0.432
C (-0.041, -0.377, -4.878)  -1.240
C (0.246, 0.450, -3.707)  0.066
N (-0.297, 0.216, -2.541)  1.249
C (-1.198, -0.765, -2.438)  -0.314
O (-1.664, -1.098, -1.332)  -1.019
N (1.194, 1.380, -3.826)  0.195
H (-3.426, -2.303, -2.780)  0.254
H (-2.199, -3.545, -2.900)  0.204
H (-3.058, -2.779, -4.401)  0.532
H (-1.068, -2.129, -5.495)  0.563
H (0.443, -0.139, -5.866)  0.401
H (1.464, 1.701, -4.721)  0.352
H (1.228, 2.024, -3.047)  0.032
C (-3.149, 1.457, 2.205)  -0.776
C (-1.968, 1.725, 3.133)  -0.446
As (-0.695, 0.179, 3.309)  -0.035
C (-1.899, -0.838, 4.547)  -0.663
C (-1.703, -0.488, 6.057)  -1.333
C (0.786, 0.921, 4.290)  0.260
C (0.577, 1.942, 5.371)  -1.650
H (-3.829, 2.296, 2.159)  0.549
H (-3.720, 0.549, 2.473)  0.264
H (-2.758, 1.325, 1.194)  -0.414
H (-2.315, 1.933, 4.172)  0.516
H (-1.428, 2.679, 2.901)  0.135
H (-1.919, -1.900, 4.345)  0.450
H (-2.850, -0.483, 4.104)  0.387
H (-0.748, -0.750, 6.448)  0.314
H (-2.455, -0.840, 6.749)  0.446
H (-1.745, 0.609, 6.167)  0.253
H (1.430, 1.325, 3.479)  -0.237
H (1.307, 0.035, 4.689)  0.444
H (-0.114, 2.720, 5.178)  0.343
H (1.531, 2.420, 5.662)  0.412
H (0.242, 1.557, 6.324)  0.409
S (4.549, -1.813, 3.271)  -0.280
C (3.456, -1.483, 2.019)  -0.174
N (2.307, -1.993, 2.141)  0.147
C (2.157, -2.700, 3.310)  -0.824
C (0.932, -3.125, 3.831)  -0.004
C (0.964, -3.782, 5.026)  -0.545
C (2.181, -4.066, 5.693)  -0.673
C (3.351, -3.533, 5.232)  -0.296
C (3.373, -2.780, 4.046)  0.477
H (3.790, -0.910, 1.189)  0.262
H (-0.016, -3.028, 3.317)  0.329
H (-0.001, -4.148, 5.374)  0.454
H (2.259, -4.792, 6.558)  0.321
H (4.339, -3.748, 5.652)  0.368

## Properties
2S+1   1
Relative energy (zero: lowest compared OMol25 entry of this formula, charge and spin)   28.6 kcal/mol
HOMO   -10.60 eV
LUMO level   -3.0 eV
Charge   +1

***

Formula: C43H52N3
Source: OMol25
Level of theory: wB97M-V/def2-TZVPD

Last column: Mulliken charge in e.
Geometry (Å):
C (-4.533, 0.343, -2.670)  -1.147
C (-3.170, 0.648, -2.067)  1.941
C (-3.153, 1.952, -1.271)  -1.497
C (-2.044, 0.652, -3.115)  0.388
C (-1.989, 1.682, -4.059)  -0.486
C (-0.887, 1.827, -4.896)  -1.427
C (0.167, 0.912, -4.825)  -0.464
C (0.138, -0.140, -3.911)  0.217
C (1.292, -1.143, -3.808)  2.357
C (2.656, -0.513, -4.064)  -1.814
C (1.052, -2.374, -4.675)  -1.310
C (-0.990, -0.273, -3.075)  -0.972
N (-1.006, -1.314, -2.080)  1.959
N (-0.137, -1.239, -1.048)  -1.056
N (-0.499, -2.243, -0.222)  1.602
C (-0.019, -2.284, 1.141)  -1.260
C (-0.865, -1.884, 2.191)  0.424
C (-2.232, -1.231, 1.939)  1.844
C (-2.273, 0.206, 2.463)  -1.526
C (-3.379, -2.056, 2.509)  -1.340
C (-0.417, -2.041, 3.504)  -0.459
C (0.861, -2.545, 3.761)  -1.544
C (1.716, -2.863, 2.703)  -0.279
C (1.287, -2.719, 1.381)  0.745
C (2.224, -3.071, 0.221)  1.234
C (2.443, -4.580, 0.131)  -1.251
C (3.536, -2.290, 0.281)  -1.557
C (-1.448, -3.038, -0.797)  0.150
C (-1.859, -4.263, -0.145)  -0.709
C (-1.843, -2.448, -1.983)  1.086
C (-2.748, -2.846, -2.961)  -1.956
H (-4.524, -0.643, -3.145)  0.121
H (-5.295, 0.319, -1.883)  0.413
H (-4.815, 1.091, -3.423)  0.290
H (-2.931, -0.168, -1.376)  -0.819
H (-2.173, 2.096, -0.803)  0.360
H (-3.342, 2.812, -1.923)  0.309
H (-3.908, 1.936, -0.479)  0.398
H (-2.810, 2.396, -4.094)  0.447
H (-0.844, 2.653, -5.603)  0.372
H (1.030, 1.023, -5.480)  0.296
H (1.286, -1.463, -2.756)  -0.773
H (2.780, 0.390, -3.460)  0.428
H (3.444, -1.214, -3.779)  0.402
H (2.792, -0.250, -5.118)  0.406
H (0.090, -2.836, -4.435)  0.276
H (1.045, -2.104, -5.740)  0.334
H (1.840, -3.114, -4.503)  0.345
H (-2.354, -1.193, 0.849)  -0.694
H (-1.470, 0.799, 2.012)  0.362
H (-3.230, 0.679, 2.211)  0.405
H (-2.142, 0.228, 3.552)  0.311
H (-3.370, -3.079, 2.113)  0.278
H (-3.313, -2.118, 3.603)  0.275
H (-4.342, -1.605, 2.239)  0.416
H (-1.079, -1.755, 4.328)  0.381
H (1.197, -2.671, 4.794)  0.371
H (2.727, -3.235, 2.895)  0.375
H (1.699, -2.746, -0.686)  -0.466
H (1.482, -5.103, 0.053)  0.257
H (3.037, -4.833, -0.755)  0.418
H (2.961, -4.955, 1.023)  0.312
H (3.326, -1.215, 0.252)  0.383
H (4.092, -2.505, 1.201)  0.319
H (4.163, -2.536, -0.584)  0.426
H (-2.474, -4.833, -0.841)  0.059
H (-1.012, -4.901, 0.158)  0.212
H (-2.458, -4.061, 0.753)  -0.403
H (-2.673, -3.891, -3.241)  0.660
H (-3.103, -2.075, -3.642)  0.228
C (-4.709, -4.849, -2.900)  -0.569
C (-5.466, -3.945, -2.075)  1.107
C (-5.237, -3.871, -0.672)  -0.440
C (-5.935, -2.970, 0.121)  -0.627
C (-6.924, -2.148, -0.447)  -0.607
C (-7.164, -2.207, -1.826)  -0.824
C (-6.413, -3.054, -2.642)  -0.516
C (-5.190, -5.386, -4.107)  -0.145
C (-4.623, -6.486, -4.752)  -0.348
C (-5.161, -7.142, -5.914)  0.777
C (-4.628, -8.387, -6.373)  -0.453
C (-5.101, -8.994, -7.533)  -0.547
C (-6.128, -8.395, -8.281)  -0.368
C (-6.714, -7.210, -7.814)  -0.657
C (-6.257, -6.599, -6.647)  -0.284
H (-3.867, -5.371, -2.435)  0.511
H (-4.513, -4.551, -0.218)  0.572
H (-5.724, -2.914, 1.190)  0.615
H (-7.518, -1.487, 0.194)  0.425
H (-7.933, -1.573, -2.274)  0.364
H (-6.539, -3.033, -3.727)  0.265
H (-6.087, -4.944, -4.545)  0.219
H (-3.719, -6.927, -4.316)  0.357
H (-3.825, -8.853, -5.794)  0.334
H (-4.657, -9.932, -7.878)  0.372
H (-6.470, -8.849, -9.211)  0.378
H (-7.527, -6.746, -8.377)  0.370
H (-6.719, -5.676, -6.298)  0.336

## Properties
2S+1   1
Relative energy (zero: lowest compared OMol25 entry of this formula, charge and spin)   23.3 kcal/mol
HOMO   -8.86 eV
LUMO level   -4.8 eV
Charge   +1

***

Formula: C43H53GdN8O4
Source: OMol25
Level of theory: wB97M-V/def2-TZVPD

Last column: Löwdin spin population.
Geometry (Å):
Gd (-1.458, -0.052, -0.314)  6.810
C (5.343, -0.909, -0.412)  0.000
C (4.428, -0.169, 0.556)  0.000
C (5.298, 0.595, 1.564)  0.000
O (3.615, 0.753, -0.157)  0.000
C (2.372, 0.792, 0.607)  0.000
C (2.234, -0.661, 1.143)  0.000
O (3.636, -1.102, 1.277)  0.000
C (1.317, -1.841, 0.539)  -0.001
O (0.050, -1.434, 0.627)  -0.016
C (1.535, -3.065, 1.533)  0.000
C (0.656, -3.376, 2.587)  0.000
C (0.888, -4.468, 3.431)  0.000
C (2.013, -5.270, 3.248)  0.000
C (2.911, -4.976, 2.227)  0.000
C (2.675, -3.885, 1.386)  0.000
C (1.504, -2.352, -0.928)  0.000
C (0.914, -3.572, -1.341)  0.000
C (1.055, -4.073, -2.640)  0.000
C (1.777, -3.352, -3.585)  0.000
C (2.333, -2.130, -3.226)  0.000
C (2.188, -1.641, -1.920)  0.000
C (1.180, 1.646, -0.010)  0.000
O (0.503, 0.858, -0.830)  -0.012
C (1.611, 2.909, -0.849)  0.000
C (0.681, 3.551, -1.700)  0.000
C (1.003, 4.707, -2.417)  0.000
C (2.268, 5.270, -2.290)  0.000
C (3.200, 4.679, -1.441)  0.000
C (2.871, 3.520, -0.725)  0.000
C (0.270, 2.162, 1.168)  0.003
C (-1.011, 1.647, 1.438)  -0.004
C (-1.793, 2.126, 2.494)  0.003
C (-1.315, 3.144, 3.312)  0.000
C (-0.051, 3.676, 3.077)  0.001
C (0.730, 3.187, 2.023)  0.000
H (5.944, -0.210, -1.004)  0.000
H (4.771, -1.518, -1.115)  0.000
H (6.012, -1.596, 0.119)  0.000
H (5.887, 1.373, 1.068)  0.000
H (5.973, -0.083, 2.097)  0.000
H (4.688, 1.089, 2.328)  0.000
H (2.676, 1.378, 1.488)  0.000
H (1.898, -0.539, 2.186)  0.000
H (-0.225, -2.754, 2.736)  0.000
H (0.181, -4.681, 4.225)  0.000
H (2.191, -6.116, 3.901)  0.000
H (3.796, -5.583, 2.073)  0.000
H (3.383, -3.654, 0.593)  0.000
H (0.305, -4.115, -0.622)  0.000
H (0.570, -5.004, -2.906)  0.000
H (1.867, -3.714, -4.601)  0.000
H (2.847, -1.515, -3.956)  0.000
H (2.558, -0.647, -1.704)  0.000
H (-0.311, 3.112, -1.798)  0.000
H (0.259, 5.149, -3.070)  0.000
H (2.525, 6.163, -2.847)  0.000
H (4.189, 5.110, -1.327)  0.000
H (3.612, 3.098, -0.057)  0.000
H (-1.391, 0.835, 0.817)  -0.001
H (-2.766, 1.680, 2.664)  0.000
H (-1.922, 3.511, 4.131)  0.000
H (0.338, 4.467, 3.708)  0.000
H (1.714, 3.613, 1.858)  0.000
C (-1.935, -2.041, 2.099)  0.000
N (-2.618, -3.149, 2.796)  0.001
C (-2.515, -4.372, 1.972)  0.000
N (-3.139, -4.158, 0.649)  0.000
C (-2.451, -3.042, -0.030)  -0.002
N (-2.558, -1.815, 0.781)  -0.006
C (-3.981, -1.471, 0.964)  0.021
N (-4.682, -2.574, 1.652)  0.006
C (-4.045, -2.802, 2.966)  0.001
C (-4.560, -3.803, 0.841)  0.000
H (-0.854, -2.274, 1.976)  0.000
H (-1.987, -1.114, 2.711)  0.000
H (-3.006, -5.225, 2.492)  0.000
H (-1.447, -4.659, 1.847)  0.000
H (-2.893, -2.876, -1.038)  -0.001
H (-1.381, -3.298, -0.198)  0.000
H (-4.457, -1.270, -0.021)  0.013
H (-4.075, -0.531, 1.553)  0.003
H (-4.573, -3.616, 3.510)  0.000
H (-4.143, -1.892, 3.600)  0.000
H (-5.054, -3.659, -0.146)  0.000
H (-5.100, -4.642, 1.336)  0.000
C (-1.397, 1.655, -2.959)  -0.003
N (-1.787, 1.896, -1.577)  -0.007
C (-3.194, 2.270, -1.538)  0.021
N (-3.417, 3.474, -2.327)  0.006
C (-3.015, 3.221, -3.704)  0.000
N (-1.607, 2.854, -3.758)  0.000
C (-0.810, 3.940, -3.207)  0.000
N (-1.196, 4.198, -1.826)  0.000
C (-0.989, 2.990, -1.040)  0.000
C (-2.607, 4.556, -1.785)  0.001
H (-1.961, 0.810, -3.377)  -0.001
H (-0.346, 1.337, -3.012)  0.000
H (-3.523, 2.424, -0.501)  0.005
H (-3.821, 1.447, -1.906)  0.012
H (-3.207, 4.105, -4.329)  0.000
H (-3.636, 2.431, -4.148)  0.000
H (-0.924, 4.849, -3.814)  0.000
H (0.261, 3.702, -3.268)  0.000
H (-1.240, 3.168, 0.014)  0.000
H (0.076, 2.718, -1.027)  0.000
H (-2.784, 5.486, -2.343)  0.000
H (-2.915, 4.789, -0.757)  0.000
H (-3.505, 0.218, -0.558)  0.142

## Properties
2S+1   8
HOMO (alpha / beta)   -6.67 / -6.67 eV
LUMO level (alpha / beta)   0.0 / -1.1 eV

***

Formula: C43H53Zr
Source: OMol25
Level of theory: wB97M-V/def2-TZVPD

Last column: Mulliken charge in e.
Geometry (Å):
C (-0.528, -0.407, -2.692)  -2.919
C (-0.456, 0.237, -1.345)  1.797
C (-1.334, 1.296, -0.937)  1.127
C (-2.541, 1.741, -1.671)  -2.295
C (-1.029, 1.661, 0.400)  1.140
C (-1.794, 2.597, 1.250)  -1.427
C (0.065, 0.866, 0.833)  2.111
C (0.557, 0.730, 2.225)  -2.118
C (0.408, -0.047, -0.218)  1.431
C (1.412, -1.115, 0.002)  -2.508
Zr (1.325, 1.862, -1.307)  0.096
C (2.352, 0.104, -2.471)  -1.678
C (0.304, 2.946, -2.917)  -1.657
C (2.584, 4.045, -1.073)  0.434
C (2.939, 4.898, -2.250)  -1.674
C (1.649, 4.387, -0.048)  1.304
C (0.673, 5.501, -0.135)  -2.256
C (1.992, 3.660, 1.133)  1.301
C (1.480, 3.989, 2.486)  -2.031
C (3.038, 2.754, 0.807)  0.881
C (3.839, 1.943, 1.757)  -2.006
C (3.428, 2.980, -0.561)  0.314
C (4.762, 2.611, -1.127)  -1.609
H (-1.583, -0.608, -2.932)  0.075
H (-0.149, 0.232, -3.505)  0.410
H (0.027, -1.350, -2.727)  0.373
H (-3.424, 1.167, -1.348)  0.115
H (-2.758, 2.799, -1.488)  0.537
H (-2.447, 1.604, -2.755)  0.467
H (-2.383, 2.067, 2.017)  -0.105
H (-1.115, 3.279, 1.779)  -0.116
H (-2.480, 3.202, 0.650)  0.512
H (0.133, -0.164, 2.705)  0.041
H (1.650, 0.637, 2.251)  0.238
H (1.898, 3.324, 3.251)  0.297
H (1.321, -1.500, 1.031)  0.521
H (1.285, -1.958, -0.695)  0.260
H (2.455, -0.751, -0.077)  0.180
H (3.257, 0.727, -2.656)  0.582
H (2.703, -0.838, -2.034)  0.437
H (1.933, -0.141, -3.459)  0.422
H (-0.278, 3.796, -2.511)  0.250
H (1.070, 3.377, -3.581)  0.534
H (-0.385, 2.370, -3.547)  0.573
H (3.997, 5.207, -2.194)  0.370
H (2.802, 4.381, -3.209)  0.301
H (2.330, 5.810, -2.271)  0.404
H (1.127, 6.390, -0.591)  0.452
H (-0.194, 5.231, -0.753)  0.210
H (0.301, 5.778, 0.857)  0.426
H (1.737, 5.024, 2.772)  0.409
H (0.384, 3.919, 2.531)  0.340
H (0.273, 1.598, 2.826)  0.464
H (4.885, 2.297, 1.813)  0.419
H (3.426, 1.978, 2.776)  0.401
H (3.885, 0.882, 1.453)  0.247
H (5.566, 2.931, -0.443)  0.400
H (4.857, 1.525, -1.274)  0.291
H (4.931, 3.099, -2.097)  0.432
C (-1.966, -0.993, 4.923)  -0.680
C (-1.406, -2.250, 4.674)  -0.687
C (-1.476, -2.817, 3.399)  -0.239
C (-2.052, -2.101, 2.324)  -0.011
C (-1.964, -2.556, 0.922)  0.735
C (-0.808, -3.275, 0.553)  0.603
C (-0.288, -3.799, -0.640)  -0.946
C (0.185, -5.179, -0.652)  -0.400
C (-0.075, -6.054, -1.743)  -0.495
C (0.254, -7.405, -1.680)  -0.575
C (0.903, -7.930, -0.551)  -0.435
C (1.177, -7.086, 0.533)  -0.746
C (0.852, -5.731, 0.474)  -0.183
C (-3.079, -2.227, 0.031)  0.928
C (-2.852, -2.128, -1.345)  -0.090
C (-3.845, -1.715, -2.228)  -1.076
C (-5.117, -1.398, -1.751)  -0.598
C (-5.403, -1.538, -0.389)  -0.824
C (-4.406, -1.960, 0.493)  -0.080
C (-2.657, -0.855, 2.612)  -0.307
C (-2.606, -0.301, 3.887)  -0.914
H (-1.937, -0.564, 5.923)  0.365
H (-0.896, -2.790, 5.470)  0.382
H (-1.073, -3.818, 3.230)  0.541
H (-0.222, -3.566, 1.426)  -0.519
H (-0.358, -3.311, -1.614)  0.622
H (-0.572, -5.651, -2.626)  0.341
H (0.058, -8.054, -2.537)  0.317
H (1.207, -8.977, -0.525)  0.346
H (1.705, -7.478, 1.407)  0.314
H (1.119, -5.078, 1.307)  0.335
H (-1.842, -2.307, -1.690)  0.502
H (-3.608, -1.632, -3.290)  0.403
H (-5.889, -1.084, -2.448)  0.374
H (-6.397, -1.296, -0.003)  0.369
H (-4.637, -2.045, 1.560)  0.540
H (-3.131, -0.286, 1.801)  0.555
H (-3.056, 0.679, 4.060)  0.306

## Properties
2S+1   1
Relative energy (zero: lowest compared OMol25 entry of this formula, charge and spin)   0.0 kcal/mol
HOMO   -2.42 eV
LUMO level   2.4 eV
Charge   -1

***

Number 1: total energy -5431.20011 Ha. Number 2: total energy -1833.66127 Ha. Number 3: total energy -3174.07682 Ha. Number 4: total energy -1717.33672 Ha.